Computed, not measured: a structure of composition C33H36F4KN13OS5 at a distorted geometry, with wB97M-V/def2-TZVPD.

Last column: Mulliken charge in e.
Positions of all 93 atoms, in Å:
K1 0.6042 1.0644 -0.0203  1.2006
C1 0.8634 3.7611 2.3768  -1.1297
N1 0.0141 3.9092 1.2069  0.6510
C2 -0.0598 5.2892 0.7810  -1.1806
C3 -1.3070 3.3450 1.4391  -0.3756
C4 -2.1352 3.2180 0.1576  -1.4904
N2 -1.4583 2.3564 -0.7667  -0.0498
C5 -1.4262 2.5791 -2.0513  0.1987
C6 -0.6357 1.6844 -2.8522  -0.3180
F1 -0.0879 0.6115 -2.2081  0.1644
C7 -0.3743 1.8692 -4.1770  0.2230
F2 0.4298 0.9985 -4.8345  -0.2793
C8 -0.9036 2.9363 -4.8944  -0.9075
C9 -1.7616 3.7654 -4.1931  0.3070
F3 -2.3506 4.7856 -4.8691  -0.3617
C10 -2.0460 3.5954 -2.8604  0.2044
F4 -2.9805 4.4426 -2.3237  -0.3854
H1 0.5285 4.3870 3.2259  0.3015
H2 1.8867 4.0385 2.1197  0.3778
H3 0.8715 2.7201 2.6973  0.2950
H4 -0.6331 5.9214 1.4861  0.3498
H5 -0.5480 5.3507 -0.1912  0.2296
H6 0.9476 5.6943 0.6844  0.3457
H7 -1.8782 3.9576 2.1659  0.4187
H8 -1.1565 2.3550 1.8672  0.0963
H9 -2.3267 4.2205 -0.2353  0.4354
H10 -3.1131 2.7878 0.4254  0.2295
H11 -0.6805 3.0909 -5.9366  0.4795
N3 0.8825 -2.6010 2.7586  0.3017
C11 1.1656 -1.3964 2.2397  -0.8329
N4 0.1928 -1.0291 1.4502  0.5546
C12 -0.6823 -2.0702 1.4956  0.1674
N5 -0.2968 -3.0501 2.2932  -0.9310
C13 -1.8697 -2.0953 0.6510  0.3012
C14 -2.5055 -3.2829 0.2928  -0.2593
N6 -3.5218 -3.3293 -0.5598  -0.6450
C15 -3.8847 -2.1576 -1.0897  -0.4013
C16 -3.2851 -0.9695 -0.7151  -0.1444
N7 -2.3039 -0.9216 0.1763  -0.2471
H12 1.4481 -3.1643 3.3674  0.1988
H13 2.0756 -0.8472 2.4336  0.4257
H14 -2.1844 -4.2238 0.7227  0.4741
H15 -4.7011 -2.1842 -1.7994  0.3867
H16 -3.6042 -0.0163 -1.1209  0.3752
N8 -2.7049 1.7806 5.0716  -0.3861
C17 -1.6285 1.6460 5.8780  0.4997
N9 -0.4013 1.7707 5.5210  -0.1806
C18 0.4652 1.6841 6.5796  -0.0146
C19 -0.1192 1.4730 7.7876  -0.5051
S1 -1.8380 1.3628 7.6260  -0.2984
C20 1.8967 1.8613 6.3521  0.1869
C21 2.7331 2.4037 7.2714  -0.6158
S2 4.3313 2.5410 6.6357  -0.3269
C22 3.7340 1.7846 5.1073  0.6248
N10 2.4668 1.5051 5.1495  -0.2804
N11 4.6031 1.5935 4.1201  -0.1640
H17 -2.5692 1.5806 4.0816  0.2128
H18 -3.5971 1.5156 5.4497  0.2266
H19 0.3396 1.3681 8.7544  0.4282
H20 2.5004 2.7910 8.2475  0.3934
H21 5.5597 1.8448 4.2880  0.1800
H22 4.4257 0.9477 3.2798  -0.1843
S3 6.5077 0.0407 -0.1736  -0.4807
C23 5.0127 0.4076 0.5302  -0.0601
S4 4.5225 -0.5195 1.9136  -0.5545
S5 4.0367 1.6499 -0.0988  -0.3482
C24 1.2720 -4.4222 -5.7601  -1.1119
C25 0.4962 -4.7006 -4.4730  -0.5898
N12 -0.6636 -3.8421 -4.3321  0.4183
C26 -1.8745 -4.2308 -5.0351  -0.7563
C27 -2.7656 -5.1126 -4.1637  -0.9438
C28 -0.7178 -2.7285 -3.5405  -0.4138
O1 -1.7346 -2.0581 -3.4565  -0.6600
C29 0.5155 -2.4155 -2.7542  0.4250
C30 1.5399 -1.6013 -3.2266  0.5335
C31 2.6034 -1.3163 -2.3856  -0.8920
C32 2.6166 -1.8731 -1.1130  -0.7449
N13 1.6541 -2.6763 -0.6640  -0.4393
C33 0.6263 -2.9185 -1.4641  -0.4485
H23 2.0912 -5.1338 -5.8679  0.3906
H24 1.6878 -3.4158 -5.7360  0.2377
H25 0.6206 -4.5074 -6.6308  0.3232
H26 1.1526 -4.5540 -3.6174  0.3275
H27 0.1559 -5.7411 -4.4654  0.4003
H28 -1.5958 -4.7577 -5.9507  0.3735
H29 -2.4065 -3.3175 -5.3007  0.3814
H30 -2.2339 -6.0184 -3.8676  0.2679
H31 -3.6640 -5.3992 -4.7118  0.4076
H32 -3.0592 -4.5719 -3.2648  0.1348
H33 1.4958 -1.1905 -4.2265  0.7669
H34 3.4131 -0.6720 -2.6991  0.5077
H35 3.4340 -1.6865 -0.4229  0.3305
H36 -0.1448 -3.5675 -1.0583  0.6672

The total charge is -2. The energy is -5056.6241 Ha. As for the HOMO energy: -0.57 eV. Its energy relative to the best compared isomer or geometry (same formula, charge and spin) is 1.2296 eV. As for the gap between HOMO and LUMO: 3.83 eV.